[1]
{
  "formula": "C3H3BrO",
  "method": "ωB97M-V/def2-TZVPD",
  "symbols": ["Br", "C", "H", "C", "H", "O", "C", "H"],
  "positions_angstrom": [[2.3035, -0.2532, -0.0612], [0.6851, 0.6683, 0.4570], [0.7317, 0.7641, 1.6344], [-1.5696, -1.4879, -0.2342], [0.5963, 1.3796, -1.1669], [0.5663, 1.7382, -0.3168], [-0.8690, -0.6401, 0.2009], [-2.4442, -2.1689, -0.5132]],
  "forces_ev_per_angstrom": [[-0.048, -0.598, 0.128], [-1.778, -2.976, 2.455], [-0.481, 0.369, -2.854], [-3.918, -3.053, -1.242], [0.054, -0.361, -2.742], [-0.979, 0.918, 2.664], [5.068, 4.367, 1.079], [2.082, 1.333, 0.513]],
  "relative_energy_kj_mol": 372.6,
  "charge": 0,
  "spin_multiplicity": 1
}



[2]
{
  "formula": "C44H60BN11O4",
  "method": "ωB97M-V/def2-TZVPD",
  "symbols": ["C", "H", "H", "H", "C", "H", "C", "H", "H", "C", "H", "H", "C", "C", "H", "C", "C", "N", "H", "H", "N", "H", "C", "H", "H", "H", "O", "N", "H", "C", "C", "H", "C", "N", "C", "H", "H", "C", "H", "H", "C", "C", "C", "H", "H", "C", "H", "H", "C", "H", "H", "H", "C", "H", "N", "H", "H", "N", "H", "H", "C", "C", "N", "H", "C", "H", "C", "H", "H", "H", "H", "H", "C", "C", "H", "H", "C", "C", "H", "H", "C", "H", "C", "C", "H", "H", "C", "N", "C", "N", "H", "H", "H", "C", "O", "H", "H", "O", "N", "C", "H", "C", "C", "H", "C", "C", "H", "N", "H", "H", "C", "C", "C", "O", "C", "H", "B", "H", "C", "H"],
  "positions_angstrom": [[5.8960, -0.4683, 1.0189], [6.7437, 1.2344, -0.3439], [1.8732, 0.2495, -0.0417], [8.5497, -2.1924, -4.9111], [7.1007, -5.0035, 1.5525], [-2.9391, -1.9069, -4.5649], [-2.3661, -1.0289, -4.8754], [-0.7516, 7.9697, 2.8716], [-0.3664, 2.1430, 1.7862], [4.5241, 0.8505, -0.9624], [6.9088, -0.4748, 1.6172], [-7.6338, 6.0662, 3.2953], [0.3065, -1.9488, -1.3051], [-4.4728, -5.4484, 4.4980], [8.1636, 2.1174, 5.4691], [1.6309, -2.1060, -0.3405], [-3.1054, -3.9547, 0.6453], [-1.9485, 7.5876, -0.1983], [-7.7865, 7.8349, 3.1605], [0.3778, -0.9577, -1.9581], [-7.2627, 3.8691, 5.3257], [-5.2757, -3.6396, -6.9898], [-2.1230, -0.9033, -0.1356], [-4.8200, -6.2390, 5.1689], [7.7371, 0.5107, 4.8311], [5.5152, -1.5729, 0.7741], [-5.6942, -0.2355, 1.7966], [0.3486, -1.4770, -4.4713], [6.3683, -0.4730, -1.2483], [-0.3419, 8.3602, 1.9360], [-4.1206, -2.7187, 1.0049], [-6.3661, 4.9949, -0.2553], [-1.1294, -2.1462, -0.5389], [-1.7230, -5.6516, 4.1360], [-2.9615, 1.8386, -0.3566], [5.0321, 0.0520, 1.6241], [-2.0407, -5.9808, -1.6996], [-4.3412, -4.1523, -6.7455], [-6.1750, 7.0779, 3.1605], [-4.9837, -5.5476, 3.5363], [-7.4227, 2.7127, 4.8491], [-1.6469, -3.6825, -0.1271], [-2.7794, 3.3844, -0.9572], [-1.5610, 5.4441, 0.0623], [0.3796, -2.8355, -2.1013], [0.1916, 4.0448, 0.4842], [3.1391, -0.8533, 0.8227], [0.9440, 3.2963, -0.0545], [4.9314, -4.6895, -2.4974], [0.6707, 7.9704, 1.8006], [2.8243, -4.9063, -2.1064], [-7.6903, 0.5885, 5.0851], [-5.6808, 2.6498, 0.3713], [2.3630, -2.8854, -0.8711], [8.0536, 0.6191, -3.2224], [3.9203, 1.4154, -0.1150], [4.6729, 1.6203, -1.8616], [-2.1960, -2.8177, -7.9077], [-6.7483, 2.4105, 0.8336], [-2.5583, -0.8345, -5.9342], [-0.8069, 4.8088, -0.5675], [-5.5072, 4.1723, -0.2717], [-1.4823, 3.8728, -1.5784], [6.7843, -1.9654, -4.8692], [7.2936, -3.6095, 2.1270], [-1.7717, 3.4022, 1.6782], [5.9985, 0.3058, -0.4277], [-0.2425, 3.7220, 2.8093], [-3.8285, 5.5927, -1.3506], [-4.7206, -4.4768, 4.9343], [-4.2213, -4.1756, -5.6589], [0.8882, 4.8597, 1.0004], [-1.7565, 0.6910, -0.4165], [-3.1686, -3.4228, -7.3807], [-5.1402, -2.9547, 1.5358], [6.4536, 1.6680, 5.2593], [-7.6156, 1.3187, 4.2746], [-7.2123, 6.9635, 2.8341], [3.8787, -5.4423, -0.7755], [6.1843, -5.0376, 0.9568], [7.8936, -0.5372, -3.6990], [1.4020, -2.5595, 0.7172], [-4.0168, 4.5084, -0.9114], [-0.6045, 3.3085, 1.7495], [3.7107, -6.4449, -2.2372], [-0.2986, 9.4513, 1.9942], [7.7007, -1.9312, -4.2736], [7.5092, 2.5824, 2.2506], [-2.9698, -5.5595, 4.3001], [-7.3157, 6.7433, 0.0638], [-4.3893, -5.1782, -7.1205], [7.9497, -5.2647, 0.9149], [-0.1359, 5.5847, -1.1709], [3.7588, -5.4189, -1.8622], [-0.5123, 1.1148, -0.6498], [-2.6926, -0.1652, -4.2896], [-8.5320, 1.2845, 3.6789], [-1.1213, -6.1429, -1.3357], [7.4536, -2.4531, 2.6036], [-3.5954, -1.1937, 0.6009], [-3.4381, -5.0468, 0.9547], [3.5591, -0.4382, -1.4151], [-4.6644, 0.0320, 0.9877], [7.0260, -5.7337, 2.3630], [-4.4583, 1.5421, 0.3282], [2.5157, -0.7191, -0.1792], [4.2962, -1.3232, -1.6330], [5.9040, -4.0844, -3.0244], [0.2727, -5.1808, 1.3630], [-1.6409, 4.4747, -2.4158], [-7.2688, 6.8431, 1.3199], [7.4583, 1.5680, 4.8395], [-1.2200, 7.9379, 0.7694], [0.5323, -5.1408, 0.3769], [-0.8823, -1.2738, -4.6545], [7.6260, -2.6615, -3.4631], [-0.7475, -5.0545, -0.4117], [3.0554, -0.1229, -2.4235], [7.4861, 2.1224, 3.4244], [-6.7666, 1.0575, 3.6371]],
  "forces_ev_per_angstrom": [[-0.855, 0.086, -0.968], [-1.583, -2.191, -0.284], [0.907, -2.008, -0.302], [-0.071, 0.193, 0.101], [0.149, 1.175, 0.459], [0.203, 0.095, 0.004], [1.228, -0.090, 0.163], [-0.017, 0.004, -0.229], [-0.499, 2.528, -0.218], [-0.074, -0.319, 0.011], [-2.290, -0.003, -1.407], [0.088, 0.075, -0.144], [-0.128, -0.903, -0.565], [1.249, -0.078, -0.131], [-0.095, -0.025, -0.205], [0.929, 0.182, -0.165], [0.708, 4.098, -0.966], [5.759, 3.149, 7.817], [0.068, -0.124, -0.194], [-0.434, -2.103, 1.795], [-1.292, -9.178, -3.862], [0.222, -0.016, -0.018], [-1.400, -2.294, 0.676], [0.171, 0.098, -0.116], [-0.051, 0.169, -0.144], [0.983, 2.282, 0.823], [5.742, 1.473, -4.537], [-9.885, 1.613, -1.540], [-0.509, 1.898, 1.766], [-0.710, -0.369, -0.967], [4.520, 0.453, -2.012], [2.109, -2.161, -0.064], [-3.053, -0.238, 1.837], [-10.005, 0.732, 1.241], [-2.892, 2.609, 0.048], [1.858, -0.959, -0.872], [1.666, -0.066, 0.566], [0.962, 0.604, -0.541], [-0.147, -0.057, -0.181], [0.185, 0.004, 0.114], [1.029, 7.604, 3.134], [-3.013, 2.499, 0.927], [-2.488, -0.320, 0.513], [1.298, -1.485, -1.368], [-0.408, 1.890, 1.708], [0.399, 0.098, 0.741], [-1.164, 0.338, -2.199], [-1.933, 1.560, 1.054], [6.402, 4.006, -3.477], [-0.206, 0.005, -0.079], [0.217, -0.008, 0.014], [0.019, 0.228, -0.052], [2.774, 1.258, -1.579], [-1.624, 1.628, 1.153], [-1.251, -9.220, -3.849], [1.472, -0.980, -1.582], [-0.258, -1.815, 1.921], [-7.821, -4.828, 4.248], [2.755, 0.209, -1.022], [0.192, -0.088, 0.157], [1.616, 0.448, 0.833], [4.199, -3.313, -0.172], [-1.578, 0.551, 1.950], [0.127, 0.068, 0.202], [1.115, 7.653, 3.223], [2.302, 0.011, 0.117], [-0.298, 0.374, -0.105], [-0.837, -0.700, -2.410], [-0.247, -2.587, 1.006], [0.165, -0.134, -0.087], [0.073, 0.046, -0.191], [-1.500, -1.471, -1.271], [3.993, 1.985, -0.583], [6.428, 3.971, -3.512], [2.253, 0.899, -1.223], [0.138, 0.024, -0.179], [0.215, 1.154, 0.478], [-0.054, -0.109, -1.245], [0.012, 0.088, -0.194], [0.147, 0.128, 0.108], [1.099, 7.649, 3.047], [0.140, 0.971, -2.148], [-1.458, -3.342, 1.652], [0.340, -0.798, 0.376], [0.104, 0.201, -0.008], [-0.082, -0.187, -0.113], [0.308, 1.211, 0.539], [-0.184, -3.659, 9.436], [8.271, -0.597, -1.106], [0.244, 0.956, 10.079], [0.103, 0.202, 0.007], [-0.112, 0.159, 0.120], [-1.510, -1.740, 1.104], [0.963, 0.595, -0.546], [-7.371, -2.923, 1.298], [0.173, -0.134, -0.003], [0.144, 0.121, 0.126], [-0.455, 3.028, 1.941], [-1.098, -9.622, -3.573], [0.752, -2.178, -0.197], [0.923, 2.450, -0.809], [0.765, 1.187, 0.345], [-3.021, -0.479, 2.059], [0.025, 0.218, -0.062], [0.527, 1.613, -0.883], [0.392, -0.412, 0.147], [-1.612, 1.371, 0.476], [-7.928, -5.055, 4.343], [0.617, 0.376, -2.200], [-0.484, -0.862, 0.966], [-0.356, -0.539, -8.167], [0.031, 0.432, -1.174], [-4.871, -2.130, -6.390], [-3.595, -0.681, -0.082], [8.108, -1.355, 1.134], [-0.024, 0.315, -0.200], [1.136, -0.624, 0.323], [0.549, -0.879, 1.982], [0.150, 3.037, -7.781], [-0.077, 0.100, 0.048]],
  "e_tot_ev": -71828.06960,
  "charge": 0,
  "spin_multiplicity": 1
}



[3]
{
  "formula": "C6H12O",
  "method": "ωB97M-V/def2-TZVPD",
  "symbols": ["C", "H", "C", "H", "H", "C", "H", "C", "H", "H", "H", "H", "H", "H", "O", "H", "H", "C", "C"],
  "positions_angstrom": [[-0.9112, 1.2773, -0.1486], [0.2482, 0.0520, 1.6060], [-1.6912, 0.3963, 0.4880], [-0.7619, 2.2464, 0.3285], [0.8809, 1.1592, -1.3319], [-2.0277, -1.0051, 0.0614], [-0.4907, 1.9149, -2.1464], [1.7012, -0.6992, 0.6534], [3.3801, -1.1148, -0.5336], [-2.1448, 0.7184, 1.4270], [0.9944, -1.2402, 0.0196], [-3.0917, -1.0931, -0.1883], [-1.8327, -1.7121, 0.8772], [-1.4512, -1.3309, -0.8091], [1.1801, -0.1489, 1.7813], [-0.4421, 0.1565, -1.9526], [3.6746, -0.0636, 0.9834], [-0.2065, 1.1057, -1.4634], [2.9920, -0.6187, 0.3481]],
  "forces_ev_per_angstrom": [[-0.154, -0.083, 0.096], [0.097, 0.011, 0.062], [0.076, 0.159, -0.070], [-0.055, -0.129, -0.054], [-0.172, 0.016, -0.005], [0.026, -0.053, -0.082], [0.036, -0.109, 0.099], [0.304, -0.154, -0.264], [-0.091, 0.056, 0.122], [0.066, -0.030, -0.130], [0.115, 0.112, 0.118], [0.134, 0.015, 0.050], [-0.036, 0.097, -0.118], [-0.106, 0.060, 0.122], [-0.079, 0.054, -0.005], [0.034, 0.141, 0.087], [-0.055, -0.091, -0.070], [-0.004, -0.056, -0.050], [-0.134, -0.016, 0.090]],
  "relative_energy_kj_mol": 161.2,
  "charge": 0,
  "spin_multiplicity": 1
}